No. 1
The following is a quantum chemistry calculation of 2 unconnected molecules or ions with the total composition C3H9NS2 at a distorted geometry, from the Open Molecules 2025 dataset.

Structure (XYZ):
```
15
C3H9NS2 (the ωB97M-V functional and the def2-TZVPD basis)
C 3.720 -1.380 1.329
C 3.082 -0.419 1.973
N 2.604 0.644 1.095
H 3.648 -1.320 0.165
H 4.038 -2.200 1.699
H 3.196 -0.232 3.015
H 2.553 0.537 0.124
H 2.201 1.468 1.342
C -2.891 0.809 -2.133
S -4.278 0.998 -1.139
S -4.617 -0.402 0.225
H -3.011 1.571 -3.082
H -2.731 -0.198 -2.407
H -2.003 1.210 -1.716
H -5.511 -1.087 -0.488
```

Summary:
- SMILES = C=CN.CSS
- 2S+1 = 1
- HOMO level (eV) = -8.19

Here is what Löwdin gives for the atomic charges, in e:
1. C -0.03
2. C -0.22
3. N 0.03
4. H 0.10
5. H -0.04
6. H 0.09
7. H 0.05
8. H 0.02
9. C -0.55
10. S 0.33
11. S 0.30
12. H 0.11
13. H 0.01
14. H 0.00
15. H -0.20

***

No. 2
The following is a quantum chemistry calculation of C3H9NS2 in the gas phase at a distorted geometry, from the Open Molecules 2025 dataset.

Structure (XYZ):
```
15
C3H9NS2 (the ωB97M-V functional and the def2-TZVPD basis)
C 1.435 -0.234 -0.234
C 0.126 -0.387 -0.892
N -0.456 0.934 -1.140
C -0.618 -1.225 0.155
S -0.911 -0.147 1.586
S -0.785 1.495 2.865
H 2.444 -0.189 -0.688
H 1.655 -1.019 0.372
H 1.384 0.518 0.421
H 0.210 -1.051 -1.766
H -1.361 0.902 -1.653
H 0.125 1.439 -1.880
H 0.107 -1.866 0.783
H -1.627 -1.441 -0.250
H -1.728 2.269 2.321
```

Summary:
- SMILES = C[C@H](N)CSS
- 2S+1 = 1
- HOMO level (eV) = -7.92

Here is what Löwdin gives for the atomic charges, in e:
1. C -0.13
2. C -0.55
3. N 0.01
4. C -0.45
5. S 0.37
6. S 0.30
7. H 0.11
8. H 0.03
9. H 0.02
10. H 0.14
11. H 0.09
12. H 0.11
13. H 0.09
14. H 0.09
15. H -0.22

***

No. 3
The following is a quantum chemistry calculation of C3H9NS4 in the gas phase at a distorted geometry, from the Open Molecules 2025 dataset.

Structure (XYZ):
```
17
C3H9NS4 (the ωB97M-V functional and the def2-TZVPD basis)
C -0.648 1.958 -0.455
C 2.347 -0.385 -1.015
C -1.858 -1.624 1.835
N -0.109 0.691 -0.728
S 1.478 0.493 0.303
S -2.539 -0.389 0.672
S 2.803 2.058 0.550
S -1.251 -0.576 -0.910
H 0.097 2.862 -0.622
H -1.023 2.027 0.484
H -1.348 2.141 -1.278
H 1.626 -0.947 -1.735
H 3.060 -1.202 -0.699
H 2.966 0.207 -1.553
H -1.761 -2.554 1.455
H -2.353 -1.541 2.795
H -0.935 -1.314 2.279
```

Summary:
- 2S+1 = 1
- HOMO level (eV) = -8.34

Here is what Löwdin gives for the atomic charges, in e:
1. C -0.31
2. C -0.39
3. C -0.45
4. N -0.80
5. S 0.50
6. S 0.48
7. S 0.09
8. S 0.53
9. H 0.11
10. H 0.01
11. H 0.08
12. H 0.07
13. H 0.07
14. H -0.03
15. H -0.01
16. H 0.04
17. H 0.02

***

No. 4
The following is a quantum chemistry calculation of 2 unconnected molecules or ions with the total composition C3H9O at a distorted geometry, from the Open Molecules 2025 dataset.

Structure (XYZ):
```
13
C3H9O (the ωB97M-V functional and the def2-TZVPD basis)
O -2.370 -1.347 -0.108
H -2.985 -1.285 -0.856
C 0.896 -0.174 1.262
C 0.371 -0.280 -0.204
C 0.110 1.058 -0.853
H 0.227 -0.478 2.064
H 1.759 -0.795 1.393
H 1.320 0.830 1.444
H 1.165 -0.827 -0.732
H -0.578 -0.878 -0.190
H -0.111 0.853 -1.900
H 0.953 1.749 -0.877
H -0.758 1.574 -0.443
```

Summary:
- total charge = -1
- 2S+1 = 1
- HOMO level (eV) = -2.33

Here is what Löwdin gives for the atomic charges, in e:
1. O -0.61
2. H -0.19
3. C -0.13
4. C -0.33
5. C -0.16
6. H 0.06
7. H 0.03
8. H 0.05
9. H 0.08
10. H 0.04
11. H 0.06
12. H 0.05
13. H 0.07